Molecular formula: C28H27BIrN6
Method: DFT, ωB97M-V/def2-TZVPD

Last column: Löwdin spin population.
Element x y z (Å)
Ir: 0.79143 -0.89190 -0.81748  0.12
C: 1.66532 0.80424 -4.62292  0.04
C: 0.68537 1.75801 -4.86383  0.00
C: -0.24070 2.02035 -3.87474  0.05
C: -0.18847 1.32386 -2.66488  -0.01
N: 0.76964 0.40411 -2.44349  0.02
C: 1.66708 0.15354 -3.40482  0.01
N: -1.15127 1.65590 -1.74088  0.14
C: -1.38891 1.08736 -0.62176  -0.02
N: -0.72358 -0.02139 -0.06137  0.22
C: -1.34403 -0.37902 1.11324  -0.02
N: -1.07115 -1.39538 1.87533  0.23
C: -0.18914 -2.39673 1.62477  0.00
C: -0.24128 -3.48512 2.50805  0.09
C: 0.55739 -4.59026 2.29213  0.00
C: 1.40085 -4.59149 1.19180  0.09
C: 1.42644 -3.47675 0.36561  0.03
N: 0.67267 -2.39729 0.57842  0.04
C: -2.41266 0.58169 1.37702  -0.01
C: -3.31080 0.66180 2.42320  -0.02
C: -4.24787 1.68889 2.36806  -0.01
C: -4.27960 2.58505 1.30091  -0.01
C: -3.37542 2.49084 0.24685  -0.01
C: -2.44394 1.47439 0.31359  -0.01
H: 2.41309 0.55853 -5.36295  0.00
H: 0.64759 2.28502 -5.80735  0.00
H: -1.02720 2.75067 -3.99741  0.00
H: 2.41107 -0.60531 -3.18559  0.00
H: -0.94020 -3.42733 3.32990  0.00
H: 0.51537 -5.44129 2.95797  0.00
H: 2.03212 -5.43856 0.96427  0.00
H: 2.07016 -3.45147 -0.50596  0.00
H: -3.29163 -0.04541 3.24090  0.00
H: -4.97261 1.78968 3.16424  0.00
H: -5.02860 3.36494 1.28873  0.00
H: -3.40673 3.17450 -0.59016  0.00
C: 1.52442 3.37483 -0.65079  0.00
C: 1.62665 2.15092 0.22277  0.00
C: 1.07851 2.11775 1.48046  0.00
C: 1.24977 1.01772 2.35563  0.00
C: 0.64962 1.05109 3.73336  0.00
C: 2.00080 -0.04459 1.93372  0.00
C: 2.58811 -0.07476 0.64202  0.00
C: 3.67422 -1.07160 0.31940  0.00
C: 2.36177 1.02834 -0.20970  0.01
H: 2.20473 4.14804 -0.29112  0.00
H: 0.51978 3.79788 -0.63378  0.00
H: 1.79668 3.16170 -1.68462  0.00
H: 0.51817 2.98060 1.82744  0.00
H: 1.21256 1.73599 4.36971  0.00
H: 0.66568 0.06864 4.20182  0.00
H: -0.38006 1.41047 3.70781  0.00
H: 2.18575 -0.87178 2.61154  0.00
H: 4.64951 -0.61686 0.50256  0.00
H: 3.67587 -1.37292 -0.73688  0.00
H: 3.60276 -1.96203 0.94148  0.00
H: 2.93821 1.11781 -1.12393  0.00
B: -2.99686 -2.39067 -2.33915  0.00
C: -1.48193 -2.24621 -2.16149  0.00
N: -0.35086 -2.02648 -1.94857  0.01
H: -3.36260 -3.41107 -1.82456  0.00
H: -3.33191 -1.39463 -1.70252  0.00
H: -3.26913 -2.25685 -3.50200  0.00

Net charge: +2
Spin multiplicity: 2
Kohn-Sham gap (spin up / spin down) (eV): 7.18 / 4.73
ΔE to the lowest compared entry with this formula, charge and spin (eV): 0.000
<S²>: 0.82